# 1
Formula: C22H36O3P2Pt
Source: the OMol25 dataset
Level of theory: the ωB97M-V functional and the def2-TZVPD basis

The geometry in XYZ format:
```
64
Properties=species:S:1:pos:R:3
P -1.9845 2.3497 1.0740
P -2.5769 -0.9066 -0.0309
C -3.4120 1.8079 0.0535
C -3.7919 0.3519 0.3879
H -3.1793 1.9167 -1.0241
H -4.2717 2.4717 0.2556
H -3.9993 0.2498 1.4582
H -4.7066 0.0564 -0.1380
C -3.1280 -1.2636 -1.7300
H -2.3534 -1.7040 -2.3443
H -3.5121 -0.3686 -2.2095
H -3.9407 -1.9899 -1.6668
C -2.9866 -2.5599 0.5993
H -3.9676 -2.8142 0.2082
H -3.0220 -2.6079 1.6905
H -2.2970 -3.3545 0.2895
C -1.7371 4.0134 0.3251
H -1.2146 4.6129 1.0820
H -2.7216 4.4334 0.0823
H -1.1341 3.8656 -0.5832
C -3.5316 2.2484 2.9351
H -3.7967 1.1968 2.9896
H -4.3084 2.7833 2.3759
H -3.4483 2.6783 3.9333
Pt -1.4750 2.8177 3.0347
C -0.1377 -2.7582 -2.4001
C 0.1679 -1.7947 -3.2765
C -0.4631 -0.4138 -3.3863
C -0.3418 0.5970 -2.1720
C -0.0021 0.0030 -0.8705
C -0.6359 -1.1061 -0.2054
C 0.1547 -2.3940 0.0522
C 0.6844 -3.1301 -1.1969
C 0.5480 3.1126 3.0235
H -0.9874 -3.4335 -2.5814
H 0.8715 -1.9395 -4.1138
H -1.5229 -0.5223 -3.6381
H 0.0290 0.0777 -4.2422
H 0.4511 1.3243 -2.4336
H -1.2776 1.2152 -2.1876
H 0.9246 0.3594 -0.4439
H -0.6405 -0.7495 0.8781
H -0.4714 -3.0439 0.6868
H 1.0334 -2.1009 0.6550
H 1.7543 -2.9021 -1.3156
H 0.6066 -4.1979 -1.0026
H 1.1063 2.1824 3.2250
H 0.7205 3.8274 3.8580
H 0.8457 3.5871 2.0796
O 3.8674 -1.3798 2.3507
C 4.6477 -1.0181 1.3856
C 5.8377 -1.7466 1.1165
C 6.6595 -1.3700 0.0662
C 6.3224 -0.2693 -0.7489
C 5.1570 0.4640 -0.5147
C 4.3138 0.1172 0.5413
C 3.0019 0.8196 0.7954
O 2.6902 1.8197 0.1488
O 2.2271 0.2524 1.7153
H 2.8756 -0.5691 2.1746
H 6.0581 -2.5931 1.7563
H 7.5551 -1.9359 -0.1219
H 6.9880 0.0010 -1.5683
H 4.8778 1.3234 -1.1365
```

## Properties
- HOMO-LUMO gap (spin up / spin down) (eV) = 3.4 / 4.0
- net charge = +2
- LUMO level (spin up / spin down) (eV) = -9.038 / -8.656
- 2S+1 = 5

Mulliken atomic charge list, values in e, 8 entries:
1 P 0.3545
2 P 1.1406
3 C -1.0438
4 C -1.0431
5 H 0.5861
6 H 0.6704
7 H 0.2959
8 H 0.6371


# 2
Formula: C4H11N2S
Source: the OMol25 dataset
Level of theory: the ωB97M-V functional and the def2-TZVPD basis

The geometry in XYZ format:
```
18
Properties=species:S:1:pos:R:3
C -0.1128 -0.6182 0.5177
C -1.5119 0.1377 2.4943
C -0.4812 0.5610 1.3656
C 0.7730 0.0338 -2.1785
N 1.1249 -0.8405 0.3382
N 0.4705 0.3336 -3.4309
S 2.3841 -0.1293 -1.7357
H -0.8313 -1.4516 0.3743
H -2.5213 0.5004 2.2618
H -1.4254 -0.9290 2.4905
H -1.3614 0.6908 3.5115
H 0.4235 0.9380 1.9083
H -1.0098 1.4434 0.8982
H -0.0868 -0.0257 -1.5316
H -0.4712 0.3586 -3.9129
H 1.7967 0.0066 0.5454
H 1.1584 0.6923 -4.0797
H 1.6818 -1.7020 0.1634
```

## Properties
- HOMO-LUMO gap (eV) = 8.3
- net charge = +1
- LUMO level (eV) = -4.410

Mulliken atomic charge list, values in e, 8 entries:
1 C -0.3490
2 C -1.0701
3 C -0.1004
4 C 0.1749
5 N -0.4251
6 N -0.3349
7 S -0.3096
8 H 0.4451


# 3
Formula: C23H30IN5O3Pt
Source: the OMol25 dataset
Level of theory: the ωB97M-V functional and the def2-TZVPD basis

The geometry in XYZ format:
```
63
Properties=species:S:1:pos:R:3
Pt -0.2171 -0.9074 0.5273
C 4.7540 0.0227 -0.8076
C 3.3822 -0.1462 -0.1187
N 2.4257 -0.7736 -1.0274
C 2.8509 -2.1392 -1.3109
C 4.3025 -2.1636 -1.8412
N 4.6974 -0.7391 -2.1043
C 3.7073 -0.0963 -3.0329
C 2.3604 -0.0229 -2.2771
H 5.5778 -0.3850 -0.2243
H 4.9831 1.0566 -1.0619
H 2.9988 0.8234 0.1952
H 3.4597 -0.7572 0.7797
H 2.1656 -2.5659 -2.0446
H 2.7798 -2.7272 -0.3969
H 4.4116 -2.7122 -2.7753
H 5.0129 -2.5589 -1.1168
H 5.6180 -0.7241 -2.5396
H 3.6663 -0.7105 -3.9313
H 4.1010 0.8839 -3.2971
H 1.5610 -0.4292 -2.8968
H 2.1068 1.0111 -2.0483
N 1.5373 0.2632 2.7596
C 0.8051 -0.0743 1.9343
N 0.3661 -4.3630 2.3430
C 0.1645 -3.6563 1.2469
O 0.8421 -2.6283 1.0303
C -0.8330 -4.2110 0.2562
I -1.5664 -2.7252 -1.0801
H 1.0407 -4.0294 3.0180
H -0.1314 -5.2177 2.5347
H -1.6959 -4.6583 0.7413
H -0.3311 -4.9582 -0.3568
C -2.5171 3.4351 2.5941
O -2.9649 2.5836 1.5372
C -3.3533 1.3358 1.8569
C -3.1473 0.7296 3.0938
C -3.6151 -0.5522 3.3286
C -4.3019 -1.2563 2.3461
C -4.4975 -0.6663 1.1111
C -4.0076 0.6070 0.8630
N -4.2909 1.1849 -0.4103
C -3.6005 1.9690 -1.2003
C -2.2362 2.3521 -1.1940
C -1.9305 3.5298 -1.9211
C -0.6729 4.0680 -1.9116
C 0.3255 3.4201 -1.1655
C 0.0800 2.2461 -0.4955
C -1.1976 1.6595 -0.5228
O -1.4867 0.5269 0.0651
H -2.4517 4.4297 2.1642
H -1.5340 3.1213 2.9487
H -3.2324 3.4352 3.4169
H -2.6268 1.2619 3.8758
H -3.4505 -0.9995 4.2993
H -4.6904 -2.2449 2.5448
H -5.0290 -1.1923 0.3270
H -5.2399 1.0134 -0.7183
H -4.2037 2.3869 -2.0003
H -2.7284 4.0291 -2.4563
H -0.4590 4.9840 -2.4412
H 1.3137 3.8614 -1.1124
H 0.8426 1.7608 0.1004
```

## Properties
- HOMO-LUMO gap (eV) = 7.6
- net charge = +2
- LUMO level (eV) = -5.379

Mulliken atomic charge list, values in e, 8 entries:
1 Pt 1.2191
2 C -0.9307
3 C -0.5500
4 N 0.4294
5 C -0.4053
6 C -0.8960
7 N -0.0335
8 C -0.8316


M in g mol⁻¹, matching the order above: 605.55 119.21 746.51